Record 1
A 2-piece molecular cluster, C6H16S overall, computed with ωB97M-V/def2-TZVPD.

Element x y z (Å)
C 1.5085 -0.9475 -2.8214
C 0.9831 -1.1887 -1.3725
S 2.1204 -0.5144 -0.0607
C 2.0682 1.3213 -0.4639
H 1.0008 -1.4698 -3.6202
H 2.5132 -1.3894 -2.8132
H 1.5172 0.1110 -3.0216
H 0.0261 -0.6676 -1.2844
H 0.9929 -2.2002 -1.0009
H 1.2229 1.6402 0.1715
H 2.9488 1.8005 -0.0415
H 1.6889 1.4370 -1.4556
C -2.6603 -0.1118 0.8826
C -1.5321 0.7849 1.3568
C -0.7736 0.0031 2.5061
H -3.3737 -0.2309 1.6993
H -2.2238 -0.9839 0.3960
H -3.2766 0.4565 0.1955
H -0.8172 1.0035 0.5631
H -1.8991 1.7101 1.7941
H 0.2957 0.2038 2.5770
H -1.2929 0.2848 3.4308
H -1.0373 -1.0523 2.3832

Computed properties:
Spin multiplicity   1
Maximum force   3.26 eV/A
Lowest unoccupied orbital energy   0.9747 eV
Orbital gap   9.417 eV
SMILES   CCSC.CCC
E_tot   -636.3445 a.u.
M   120.261 g mol⁻¹

***

Record 2
A 2-piece molecular cluster, C6H17BN2O overall, computed with ωB97M-V/def2-TZVPD.

Element x y z (Å)
B 0.1774 -0.7774 0.3242
C -2.0703 1.6914 0.4007
C -2.7664 -1.4959 0.1536
C 2.9483 0.8576 0.6732
C 3.2656 -0.1538 -1.4336
C -2.2212 0.8907 -0.8896
C -2.0034 -0.6217 -0.8315
N 0.3474 -1.3343 1.6130
N 2.4562 -0.1307 -0.2684
O 1.0615 -0.1201 -0.4818
H -1.1303 1.6351 0.8762
H -2.8207 1.2462 1.0775
H -2.4354 2.6874 0.2200
H -2.7180 -2.4956 -0.0678
H -3.8663 -1.2853 0.2553
H -2.3858 -1.4962 1.1482
H 2.9968 0.5328 1.7275
H 4.0839 0.9636 0.3078
H 2.4427 1.8860 0.6187
H 4.2597 -0.2476 -0.9592
H 2.8469 -0.9838 -1.9861
H 3.3548 0.7214 -2.0868
H -3.2676 1.0365 -1.1735
H -1.5451 1.1844 -1.7467
H -1.8382 -1.0989 -1.7397
H -0.4564 -1.4409 2.1913
H 1.2840 -1.6510 2.0775

Computed properties:
Spin multiplicity   1
Maximum force   5.25 eV/A
Lowest unoccupied orbital energy   0.6171 eV
Orbital gap   7.983 eV
E_tot   -448.2827 a.u.
M   144.027 g mol⁻¹

***

Record 3
A 2-piece molecular cluster, C6H17N2 overall, computed with ωB97M-V/def2-TZVPD.

Element x y z (Å)
C 0.2449 -1.0053 0.1410
N 1.4378 -0.5606 -0.5904
C 2.4992 -0.1315 0.3590
C 3.6852 0.5259 -0.3091
C -1.0597 -0.3639 -0.3793
N -0.7754 1.0450 -0.5111
C -3.4152 0.3328 0.3243
C -2.2511 -0.6470 0.5404
H 0.1956 -2.0994 0.1654
H 0.3063 -0.7686 1.2191
H 1.1431 0.3651 -0.9040
H 2.0787 0.5769 1.0863
H 2.7986 -1.0360 0.8937
H 3.4831 1.4063 -0.9173
H 4.1979 -0.2007 -0.9410
H 4.4037 0.7798 0.4737
H -1.2536 -0.9008 -1.2921
H -1.5750 3.2829 0.9926
H -1.2214 1.4444 -1.3392
H -1.3610 2.5610 0.9959
H -4.3743 -0.0022 0.7041
H -3.4261 0.6728 -0.7109
H -3.1376 1.2161 0.9027
H -1.9538 -0.6013 1.5882
H -2.5692 -1.6771 0.3660

Computed properties:
Spin multiplicity   2
Maximum force   1.36 eV/A
Lowest unoccupied orbital energy (alpha / beta)   1.1182 / -0.7691 eV
Orbital gap (alpha / beta)   10.192 / 8.272 eV
E_tot   -348.1854 a.u.
M   117.216 g mol⁻¹
⟨S²⟩   0.7538

***

Record 4
C6H17N2 as an isolated structure, computed with ωB97M-V/def2-TZVPD.

Element x y z (Å)
N 1.1343 -0.3158 0.5358
C 0.9360 -1.0171 1.7505
C 2.2800 -0.9583 2.5484
C -0.2197 -0.4496 2.5524
N -0.8249 -0.4006 -0.7394
C -0.6960 -0.3005 -2.1585
C -1.5692 0.9118 -2.6252
C -1.0633 2.2370 -2.1003
H 0.2576 -0.1851 -0.1804
H 1.9950 -0.6226 0.0774
H -1.2268 -1.3194 -0.5236
H 0.7566 -2.0896 1.5581
H 2.4186 0.1027 2.7588
H 3.1348 -1.2722 1.9761
H 2.1295 -1.4892 3.4799
H -0.3312 -0.9589 3.5052
H -0.1598 0.6229 2.6679
H -1.1548 -0.6394 2.0173
H -1.0444 -1.1874 -2.6871
H 0.3138 -0.1140 -2.5000
H -1.5764 0.9114 -3.7111
H -2.5981 0.6931 -2.3368
H -0.1951 2.5764 -2.6554
H -0.8965 2.2239 -1.0199
H -1.8000 3.0405 -2.1904

Computed properties:
Charge   +1
Spin multiplicity   1
Maximum force   1.57 eV/A
Lowest unoccupied orbital energy   -7.8370 eV
Orbital gap   6.505 eV
E_tot   -347.9021 a.u.
M   117.216 g mol⁻¹

***

Record 5
An isolated ion of composition C6H17N2 and charge +1, computed with ωB97M-V/def2-TZVPD.

Element x y z (Å)
C -0.3801 1.1216 -3.4128
C -0.8450 0.0055 -2.4822
N -0.8262 0.4504 -1.0617
C -1.3348 -0.5164 -0.1067
C -0.1611 -1.2307 0.6201
N 0.8882 -0.1892 0.8238
C 0.8644 0.5109 2.1742
C 1.4815 -0.3296 3.2488
H -1.2376 1.6110 -3.8756
H 0.3257 0.7466 -4.1476
H 0.1255 1.9115 -2.8509
H -1.8421 -0.3932 -2.7010
H -0.1747 -0.8571 -2.5291
H -1.3049 1.3405 -0.9824
H -1.8994 -1.2891 -0.6265
H -1.9980 -0.0422 0.6045
H 0.2699 -1.9715 -0.0444
H -0.5164 -1.5644 1.5875
H 0.6692 0.4919 0.0562
H 1.8342 -0.5253 0.6538
H 1.3622 1.4620 2.0166
H -0.1788 0.7790 2.3344
H 2.3914 -0.8345 2.9300
H 0.7524 -1.0132 3.6912
H 1.7345 0.3255 4.0801

Computed properties:
Charge   +1
Spin multiplicity   1
Maximum force   1.23 eV/A
Lowest unoccupied orbital energy   -2.7336 eV
Orbital gap   10.771 eV
SMILES   CCNCC[NH2+]CC
E_tot   -348.0750 a.u.
M   117.216 g mol⁻¹

***

Record 6
A 2-piece molecular cluster, C6H17N2 overall, computed with ωB97M-V/def2-TZVPD.

Element x y z (Å)
C -0.0483 0.1054 -2.8235
C 1.1941 -0.6425 -2.4307
C 1.2894 -1.5757 -1.4845
N 2.4671 -2.3132 -1.1983
H -0.9291 -0.2527 -2.3003
H 0.1448 1.1708 -2.6530
H -0.1526 0.0808 -3.9084
H 2.1154 -0.3552 -2.9287
H 0.4374 -1.8783 -0.8850
H 2.7937 -2.1522 -0.2593
H 3.2126 -1.9952 -1.8050
C -1.9279 -0.1927 2.9709
C -1.3540 0.0048 1.5679
N -0.5663 1.3014 1.5731
C 0.2103 1.6148 0.3348
H -2.5991 0.6349 3.2051
H -2.4723 -1.1247 3.0757
H -1.0916 -0.1787 3.6729
H -0.6515 -0.7710 1.2733
H -2.1194 0.1324 0.8060
H 0.0867 1.2703 2.3568
H -1.2251 2.0592 1.7489
H 0.9542 0.8502 0.1169
H 0.6908 2.5753 0.4941
H -0.4593 1.6317 -0.5196

Computed properties:
Charge   +1
Spin multiplicity   1
Maximum force   1.16 eV/A
Lowest unoccupied orbital energy   -3.4154 eV
Orbital gap   7.873 eV
E_tot   -348.0446 a.u.
M   117.216 g mol⁻¹

***

Record 7
An isolated ion of composition C6H17N2 and charge +1, computed with ωB97M-V/def2-TZVPD.

Element x y z (Å)
C 2.2855 -2.1387 0.8780
C 2.5020 -0.8293 0.0322
N 1.6923 0.2184 0.5746
C 1.2296 1.0507 -0.5777
C -0.3244 0.6870 -0.9479
N -1.0164 -0.0488 0.1550
C -2.3130 0.6449 0.5327
C -3.3200 0.8353 -0.5079
H 2.3695 -3.1183 0.4005
H 1.2504 -1.9357 1.3652
H 3.0269 -2.4315 1.7548
H 3.6386 -0.5993 -0.0151
H 2.3184 -1.0838 -1.1729
H 2.2162 0.7263 1.2575
H 1.8747 1.0609 -1.3976
H 1.1245 2.0955 -0.2571
H -0.2141 -0.1532 -1.7231
H -0.7801 1.7356 -1.1288
H -0.3723 -0.0278 0.9965
H -1.2557 -1.0540 -0.2212
H -2.6864 -0.0037 1.3857
H -2.0610 1.6433 0.9946
H -3.4696 0.0714 -1.3141
H -3.3504 1.8457 -0.9369
H -4.3650 0.8091 -0.1273

Computed properties:
Charge   +1
Spin multiplicity   1
Maximum force   4.91 eV/A
Lowest unoccupied orbital energy   -3.0777 eV
Orbital gap   10.360 eV
SMILES   CCNCC[NH2+]CC
E_tot   -347.9873 a.u.
M   117.216 g mol⁻¹

***

Record 8
A 2-piece molecular cluster, C6H17N2O overall, computed with ωB97M-V/def2-TZVPD.

Element x y z (Å)
C -1.4970 -2.3448 -0.5941
C -2.5742 1.6760 0.4650
C 1.9782 0.9515 1.0542
C 2.4732 -0.4825 -0.7399
C -0.7367 -1.5930 0.4724
C -1.5530 0.6700 0.1035
N -0.5897 0.9930 -0.7460
N 1.8487 0.7375 -0.3870
O -1.6238 -0.3872 0.8343
H -1.7474 -1.7748 -1.5153
H -1.0435 -3.3262 -0.9896
H -2.5329 -2.4852 -0.0336
H -3.1689 1.7822 -0.3840
H -1.9896 2.6699 0.7688
H -3.1684 1.4412 1.2544
H 2.0403 -0.0186 1.6622
H 2.8718 1.5403 1.2650
H 1.1919 1.4855 1.4848
H 2.5627 -0.6187 -1.8710
H 3.5633 -0.4840 -0.5548
H 1.9682 -1.3219 -0.2672
H 0.1902 -1.2848 -0.0246
H -0.7779 -2.0388 1.4692
H 0.4552 0.6869 -0.6348
H -0.5368 1.9472 -1.2302
H 2.3962 1.5794 -0.8618

Computed properties:
Charge   +1
Spin multiplicity   1
Maximum force   4.39 eV/A
Lowest unoccupied orbital energy   -2.7695 eV
Orbital gap   11.066 eV
E_tot   -423.2500 a.u.
M   133.215 g mol⁻¹

***

Record 9
A 2-piece molecular cluster, C6H17N2O overall, computed with ωB97M-V/def2-TZVPD.

Element x y z (Å)
C -2.2197 2.3020 -0.5421
C -0.9489 1.5523 -0.4201
C -0.3567 1.6513 1.0337
C 1.0048 1.1425 1.4339
N 2.1768 -2.2094 -0.2356
C 1.6584 -1.2801 0.7932
C 1.3286 -0.0416 0.5080
N -1.1433 0.0891 -0.8439
H -2.7644 1.8425 -1.2356
H -2.7161 2.5577 0.2495
H -2.0607 3.2942 -1.0983
H -0.1347 1.8830 -1.1645
H -0.4715 2.6793 1.4359
H -1.1715 1.0317 1.5018
H 0.9518 0.9493 2.6028
H 1.8707 1.9620 1.3222
H 2.4834 -3.1333 0.1324
H 2.9786 -1.8814 -0.8485
H 1.6616 -1.6892 1.7665
H 1.7355 0.3828 -0.4506
H -0.3154 -0.2085 -1.5350
H -1.9272 -0.0551 -1.4564
H -1.1702 -0.6486 -0.1990
H -1.6469 -3.0453 -0.9436
H -0.0424 -2.7367 -0.5670
O -0.9116 -2.5375 -1.0995

Computed properties:
Charge   +1
Spin multiplicity   1
Maximum force   6.64 eV/A
Lowest unoccupied orbital energy   -2.8619 eV
Orbital gap   9.635 eV
E_tot   -423.2351 a.u.
M   133.215 g mol⁻¹

***

Values of energy above the lowest of the compared OMol25 structures with the same formula, charge and spin, in order: 97.8; 257.8; 140.8; 495.5; 41.6; 121.4; 271.8; 288.2; 327.2, all in kJ/mol.